No. 1
100
Properties=species:S:1:pos:R:3 method="wB97M-V/def2-TZVPD" s_squared=8.767 multiplicity=6 orbital_gap_ha="0.282 / 0.161" e_homo_ev="-7.64 / -7.64" total_energy_ev=-138476.82241 relative_energy_kj_mol=489.9
Fe -3.161 -0.597 -1.220
Cl -2.353 -0.512 1.059
Cl -0.782 1.554 -1.723
Cl -5.310 -0.429 -1.175
P 1.401 0.727 4.064
Si -0.988 -0.642 -2.575
O -2.812 -0.203 -2.903
O 1.697 -2.022 1.868
O 2.763 1.404 -0.321
N 0.271 -3.574 1.022
N 2.050 3.466 -1.047
C 3.346 -1.141 5.073
C -3.605 -3.554 -6.759
C 3.688 -2.293 5.781
C 1.159 1.649 5.629
C -2.591 -1.486 -5.964
C -3.580 -1.415 -4.978
C 1.649 3.095 -2.365
C 1.880 2.360 7.828
C -1.100 -4.066 0.897
C 0.611 2.870 8.086
C -3.734 2.297 -3.849
C 1.595 4.744 -0.562
C -3.992 1.188 -6.044
C -0.122 2.167 5.882
C 0.232 -0.852 -1.100
C 2.013 -0.835 4.818
C -4.134 2.474 -6.785
C 5.463 2.429 2.622
C 2.689 -3.167 6.225
C 4.971 1.199 2.146
C 1.246 -4.084 0.059
C 0.590 -2.544 1.837
C -3.825 1.089 -4.714
C 1.345 -2.882 5.945
C -0.395 2.775 7.108
C -2.624 -2.582 -6.854
C 4.662 3.201 3.473
C 2.605 2.600 -0.166
C 2.992 1.452 3.521
C 3.414 2.740 3.882
C -4.522 -2.440 -4.813
C 1.005 -1.729 5.241
C -4.544 -3.493 -5.739
C 3.731 0.739 2.558
C 0.052 -0.605 -4.103
C -1.583 -2.559 -2.596
C -3.756 -0.240 -4.022
C 2.165 1.749 6.607
H 5.013 4.176 3.800
H -1.837 -2.959 -3.595
H -1.704 -3.599 1.694
H -0.256 -2.250 2.517
H -0.045 -1.500 5.020
H -1.106 -5.162 0.997
H 2.671 2.428 8.590
H -1.893 -0.672 -6.119
H -5.138 2.912 -6.653
H -3.014 2.139 -3.044
H 3.306 -0.183 2.133
H 0.687 0.139 -1.221
H -0.895 2.075 5.122
H -4.006 2.326 -7.866
H 0.392 3.340 9.050
H -1.868 -2.652 -7.618
H -3.399 3.233 -6.466
H 4.732 -2.509 5.986
H 0.560 2.973 -2.365
H 2.954 3.130 0.742
H -0.702 -3.088 -2.214
H -2.438 -2.792 -1.930
H 0.548 -3.562 6.273
H 5.556 0.615 1.426
H 2.766 3.374 4.479
H 1.299 -5.167 0.124
H 0.549 4.709 -0.228
H 2.948 -4.070 6.785
H 2.222 5.060 0.268
H -3.396 3.142 -4.443
H -1.390 3.168 7.306
H -5.304 -4.251 -5.592
H 1.851 3.902 -3.062
H -4.705 -0.379 -3.474
H -3.651 -4.392 -7.453
H 2.092 2.147 -2.658
H 4.147 -0.484 4.728
H 0.970 -3.815 -0.966
H -5.277 -2.340 -4.030
H 1.043 -0.829 -3.681
H 3.157 1.341 6.419
H -0.139 -1.373 -4.864
H 6.439 2.783 2.299
H 1.016 -1.609 -1.145
H -4.692 2.551 -3.393
H 2.227 -3.640 0.310
H -1.536 -3.793 -0.080
H 1.647 5.483 -1.366
H -4.081 0.289 -6.667
H 0.135 0.358 -4.616
H -0.229 -0.746 -0.110

=====

No. 2
100
Properties=species:S:1:pos:R:3 method="wB97M-V/def2-TZVPD" charge=-1 orbital_gap_ha=0.243 e_homo_ev=-4.42 total_energy_ev=-109345.60998 relative_energy_kj_mol=0.0
Pb 0.971 -0.338 2.407
Cl 2.362 1.849 3.331
Cl 1.125 -2.755 3.843
Cl 2.004 -0.955 0.099
P -0.406 0.478 4.921
Si -0.546 0.339 -4.175
O -0.558 1.352 1.208
O -1.697 -1.485 1.622
O 0.264 -0.518 -5.357
N -0.999 -3.618 1.102
N -0.198 3.077 -0.237
C -4.032 -2.420 5.026
C 1.374 2.119 -9.537
C -2.959 -0.443 4.128
C 2.030 -2.215 -7.428
C 0.228 2.121 0.593
C -0.144 2.160 -4.382
C -1.620 3.140 -0.581
C -1.812 4.141 7.347
C 1.537 -0.282 -5.955
C 1.324 -0.210 8.596
C 0.250 0.621 -7.982
C -1.848 -0.657 4.976
C 0.704 4.102 -0.771
C -2.363 0.013 -4.438
C 0.414 0.029 7.566
C -0.271 -4.806 1.535
C 2.205 -1.626 -6.240
C -1.815 -1.799 5.782
C -2.911 -2.663 5.823
C -1.330 -2.629 1.949
C -0.574 4.115 6.697
C 2.668 -3.495 -7.852
C 3.007 -2.182 -5.101
C 2.534 2.064 -8.754
C -2.692 3.073 7.184
C -0.217 3.036 5.895
C 2.656 -0.517 8.307
C 0.813 -0.026 6.226
C 2.551 1.306 -7.585
C -1.200 -3.433 -0.329
C 1.409 0.589 -7.201
C 0.240 1.400 -9.148
C 3.071 -0.565 6.973
C 2.164 -0.302 5.952
C 0.035 -0.295 -2.528
C -4.047 -1.311 4.173
C -1.091 1.940 5.765
C -2.346 1.978 6.390
H 3.432 2.607 -9.051
H 2.087 -3.893 -8.694
H 3.136 -3.266 -5.219
H -2.873 -3.535 6.479
H -0.620 0.027 -7.683
H 2.511 -1.982 -4.136
H -2.971 0.717 -3.852
H 0.987 -0.145 9.631
H 4.112 -0.792 6.733
H 0.698 -4.877 1.015
H -0.296 2.484 -5.424
H -3.650 3.072 7.700
H 3.699 -3.347 -8.211
H 0.797 4.064 -1.867
H -2.083 4.984 7.985
H 2.503 -0.288 4.918
H -0.906 -2.026 6.340
H -1.920 -2.616 -0.455
H 1.697 3.950 -0.334
H 1.326 2.042 0.698
H 2.201 0.239 -5.245
H -0.454 0.225 -1.691
H -0.794 2.769 -3.735
H -1.578 -4.370 -0.765
H -0.082 -4.723 2.611
H 4.010 -1.717 -5.077
H 1.388 -1.743 -8.180
H -2.648 0.116 -5.494
H 1.362 2.718 -10.452
H -4.912 -1.135 3.528
H -0.664 1.429 -9.755
H -1.795 2.744 -1.598
H -2.953 0.389 3.421
H -2.132 2.511 0.155
H -4.888 -3.100 5.060
H -0.844 -5.718 1.309
H 0.742 3.003 5.370
H -1.220 -2.907 3.012
H 3.442 1.211 -6.957
H 0.902 2.366 -4.110
H 3.367 -0.702 9.116
H 2.693 -4.252 -7.055
H 0.355 5.111 -0.514
H -1.971 4.181 -0.527
H -2.622 -1.005 -4.117
H 0.122 4.939 6.833
H -0.248 -3.163 -0.816
H 1.119 -0.170 -2.397
H -0.613 0.303 7.810
H -0.179 -1.369 -2.423
H -3.042 1.145 6.280

=====

No. 3
105
Properties=species:S:1:pos:R:3 method="wB97M-V/def2-TZVPD" s_squared=0.794 multiplicity=2 orbital_gap_ha="0.229 / 0.188" e_homo_ev="-5.70 / -4.58" total_energy_ev=-118122.23218 relative_energy_kj_mol=0.0
V -1.678 0.382 -0.336
Cl -1.749 0.749 -3.406
S -1.356 2.092 3.161
P 1.986 -0.883 -2.633
O -1.973 3.394 3.268
O -2.099 1.006 3.772
O 0.736 -0.348 -2.098
N 3.125 0.328 -2.870
N -3.237 1.453 0.137
N -2.449 -1.604 0.741
N 1.782 -1.668 -4.110
N 2.668 -2.041 -1.614
N 0.239 -0.758 0.920
N -1.395 -2.633 -1.844
N -1.055 1.645 1.659
N -0.570 2.048 -0.510
C 1.520 2.743 5.936
C -0.308 -1.430 1.929
C 2.591 -2.762 -4.587
C -2.342 -3.574 -3.816
C 0.060 3.732 1.089
C -1.406 -2.790 -3.155
C 1.117 -0.911 -5.148
C -4.762 3.506 1.298
C -0.522 2.489 0.770
C 1.558 -0.666 0.873
C 0.297 2.666 5.288
C 1.790 -3.105 -1.188
C 2.401 -1.263 1.800
C 2.592 1.767 4.031
C 4.013 2.345 6.009
C -3.898 -1.399 0.815
C -4.839 2.197 1.741
C 4.069 -2.274 -1.376
C -4.369 -0.203 1.640
C 1.836 -1.984 2.841
C 0.623 4.493 0.092
C -3.324 -4.200 -3.065
C -2.752 0.143 -2.104
C 1.375 1.699 3.378
C 4.258 0.261 -3.758
C 0.604 4.009 -1.216
C 3.087 1.500 -2.030
C 0.457 -2.060 2.909
C -3.333 -4.013 -1.690
C -2.192 -2.997 0.349
C -2.341 -3.223 -1.123
C -0.014 2.799 -1.463
C -4.091 1.194 1.139
C 0.234 2.150 4.009
C -3.970 3.748 0.182
C 2.683 2.293 5.315
C -3.260 2.706 -0.365
C -1.800 -1.397 2.032
H 3.218 -3.134 -3.784
H 2.150 1.493 -1.480
H -3.683 0.726 -2.189
H -2.687 2.869 -1.270
H 4.654 -1.445 -1.762
H 1.965 -0.094 0.053
H -1.148 -3.225 0.586
H 3.472 -1.162 1.712
H 3.929 1.521 -1.329
H -4.069 -4.828 -3.533
H 4.152 1.452 6.620
H 0.456 -0.183 -4.682
H -3.996 -0.270 2.667
H 1.043 4.575 -2.023
H 4.217 1.083 -4.482
H -0.622 -2.268 -3.680
H 4.245 -2.356 -0.297
H -5.460 -0.293 1.700
H -2.150 -2.127 2.785
H -2.292 -3.694 -4.887
H 1.078 5.446 0.325
H 3.482 1.416 3.529
H -0.616 3.007 5.751
H 2.449 -2.469 3.586
H -0.026 -2.599 3.712
H 1.831 -0.388 -5.795
H 3.229 -2.465 -5.427
H 4.091 3.210 6.663
H 5.203 0.349 -3.206
H 1.960 -3.321 -0.128
H 1.570 3.163 6.931
H -4.080 -4.486 -1.071
H 4.427 -3.204 -1.840
H -5.329 4.290 1.771
H 3.120 2.409 -2.636
H 1.948 -3.581 -4.927
H 0.522 -1.579 -5.775
H 1.307 1.302 2.378
H 4.823 2.383 5.284
H -3.012 -0.878 -2.402
H -3.909 4.732 -0.257
H -4.373 -2.285 1.282
H -2.840 -3.686 0.917
H 4.253 -0.682 -4.298
H 0.023 4.072 2.112
H -5.489 1.938 2.562
H 1.957 -4.027 -1.761
H -2.014 -0.384 2.394
H -4.280 -1.322 -0.210
H -0.082 2.414 -2.473
H 0.762 -2.769 -1.329

=====

No. 4
114
Properties=species:S:1:pos:R:3 method="wB97M-V/def2-TZVPD" smiles="CC(=O)OCCCCCCCCc1cc(CCC(=O)O)c2c(c1C[C@@H](C)OCc1ccccc1)C(=O)C=C(S(=O)(=O)C(F)(F)F)C2=O.C[N+](=O)[O-].C[N+](=O)[O-].C[N+](=O)[O-].C[N+](=O)[O-]" orbital_gap_ha=0.276 e_homo_ev=-9.19 total_energy_ev=-99976.19045
S 4.102 1.326 -4.978
F 3.803 3.827 -5.709
F 2.202 2.514 -6.358
F 2.330 3.103 -4.288
O 4.510 0.696 -6.195
O 5.030 -2.441 6.444
O 0.280 7.548 -2.128
O 5.141 1.836 -4.143
O -3.796 -3.608 7.655
O 3.440 -3.410 5.361
O -2.776 -5.064 6.438
O 5.172 -8.297 6.459
O 3.455 -0.167 2.540
O 5.193 -7.405 4.496
O -3.742 -0.080 -5.402
O -2.135 1.046 -4.514
O 4.000 0.363 -1.939
O 0.739 -2.286 -4.251
O -1.791 -2.631 -0.658
O 4.608 1.525 1.743
O 0.078 8.605 -0.189
N -2.729 0.582 -5.467
N 4.502 -2.820 5.421
N 4.913 -7.406 5.678
N -3.258 -4.682 7.484
C -2.926 4.193 -2.506
C 0.643 -0.539 -2.602
C 5.217 -2.546 4.145
C 3.543 1.035 1.910
C -3.659 2.219 -1.080
C -0.779 -2.619 1.866
C 2.271 1.872 -0.068
C -1.706 -1.529 -2.758
C 2.962 0.333 -4.068
C 0.004 0.875 -0.338
C -1.976 -2.874 -2.043
C -2.444 -3.520 0.208
C -2.369 0.132 -0.348
C -2.030 -3.195 1.631
C 2.982 0.338 -2.563
C -1.234 -2.519 4.227
C 4.194 -6.209 6.194
C 2.246 1.674 1.464
C -0.470 6.353 -2.408
C -2.916 5.705 -2.680
C -2.467 -3.122 3.994
C -3.442 3.739 -1.141
C 1.084 -1.206 -3.864
C 1.542 6.736 -0.220
C 1.620 0.254 -1.964
C -0.662 -0.667 -2.096
C -2.865 1.527 0.044
C -1.045 -3.996 -2.471
C 0.573 7.718 -0.801
C -3.187 -5.593 8.659
C -0.374 -2.279 3.159
C 1.315 0.969 -0.807
C 2.054 -0.413 -4.675
C 3.055 2.810 -5.375
C -1.870 6.404 -1.801
C -2.158 0.855 -6.815
C -0.975 0.107 -0.950
C -2.874 -3.462 2.706
H 2.045 7.142 0.646
H 4.015 -6.346 7.254
H -2.134 1.932 -6.945
H 1.013 5.816 0.019
H 0.593 -1.818 3.295
H -1.203 -4.279 -3.507
H -2.135 7.458 -1.728
H 2.675 -0.638 2.221
H -1.154 0.442 -6.831
H 1.434 1.030 1.787
H -1.203 -4.887 -1.866
H -0.256 1.433 0.546
H -0.095 -2.423 1.055
H -3.532 -3.397 0.158
H -0.022 -3.687 -2.294
H -3.532 3.736 -3.288
H 4.626 -2.944 3.329
H 3.263 -6.122 5.645
H -4.206 -5.792 8.976
H -3.111 -3.314 4.834
H -3.089 -0.285 -1.041
H 2.287 6.473 -0.968
H 1.976 -0.454 -5.754
H 3.296 1.793 -0.399
H -2.669 5.969 -3.708
H -3.531 1.410 0.897
H 2.210 2.617 1.999
H -2.633 -0.964 -2.770
H -1.899 3.839 -2.631
H -3.833 -3.930 2.542
H -2.076 2.195 0.375
H -1.875 6.013 -0.785
H -2.999 -3.177 -2.288
H 5.325 -1.470 4.058
H -3.889 6.146 -2.472
H -2.635 -5.077 9.438
H -2.373 -0.520 0.520
H -0.522 6.307 -3.488
H -3.467 1.775 -2.056
H 0.062 5.487 -2.009
H -4.369 4.275 -0.944
H -1.452 -1.704 -3.796
H -2.731 4.050 -0.377
H 1.971 2.900 -0.271
H -2.214 -4.566 -0.006
H -2.684 -6.503 8.356
H 4.830 -5.353 6.016
H -4.716 2.060 -0.876
H -0.926 -2.231 5.220
H -2.790 0.381 -7.556
H 6.186 -3.033 4.200